<w>
C2H5BrClN | ωB97M-V/def2-TZVPD

The geometry in XYZ format:
```
10
Properties=species:S:1:pos:R:3:nbo_charge:R:1
Br -0.070 1.357 -1.989 -0.200
Cl 2.372 -1.578 -0.653 -0.129
N -1.151 0.698 0.564 -0.830
C 0.896 -0.628 0.170 -0.329
C -0.486 0.042 -0.395 0.025
H 1.508 0.137 0.610 0.207
H -0.638 1.396 1.112 0.405
H -2.194 0.572 0.615 0.418
H -1.031 -0.643 -0.959 0.215
H 0.794 -1.354 0.924 0.219
```

Calculated values
- Kohn-Sham gap: 10.18 eV
- SMILES: N[C@@H](Br)CCl
- LUMO energy: 0.5528 eV
- Highest occupied orbital energy: -0.354 Ha


<x>
C2H5BrClN | ωB97M-V/def2-TZVPD

The geometry in XYZ format:
```
10
Properties=species:S:1:pos:R:3:nbo_charge:R:1
Br -2.645 0.538 -0.731 0.233
Cl -0.229 1.981 -1.698 0.068
N -0.886 0.855 -0.482 -0.596
C 0.214 -0.484 -0.405 -0.141
C 0.619 -0.358 1.043 -0.640
H 0.929 -0.230 -1.076 0.196
H -0.238 -1.383 -0.613 0.195
H 0.096 -1.101 1.695 0.220
H 1.634 -0.542 1.022 0.214
H 0.505 0.724 1.245 0.251
```

Calculated values
- Kohn-Sham gap: 9.13 eV
- LUMO energy: 0.1188 eV
- Highest occupied orbital energy: -0.331 Ha


Computed relative energies in units of kJ/mol: <w> 0.0; <x> 214.1


<w>
C17H30NO3 | ωB97M-V/def2-TZVPD

The geometry in XYZ format:
```
51
Properties=species:S:1:pos:R:3:nbo_charge:R:1
O 2.779 1.564 -0.374 -0.542
O 3.681 -0.815 1.188 -0.723
O 0.058 1.672 -1.096 -0.518
N 1.261 -0.643 -0.294 -0.611
C 2.854 1.553 1.211 -0.139
C -1.222 1.180 -0.723 0.254
C 2.791 0.197 1.738 0.032
C 2.070 2.597 -0.777 -0.077
C 0.734 -3.067 -0.792 -0.420
C -1.896 1.768 0.313 -0.237
C 1.861 -1.932 -0.627 -0.130
C 2.476 -1.811 -1.778 -0.646
C -0.115 -3.564 0.425 -0.522
C -5.902 -0.233 0.106 -0.544
C 1.371 -0.522 1.571 -0.090
C -4.738 -0.832 0.735 -0.292
C 0.626 2.747 -0.766 -0.014
C -1.614 -0.069 -1.226 -0.261
C -2.834 -0.797 -0.443 -0.238
C -3.553 -0.124 0.424 0.011
C -3.144 1.413 0.828 -0.103
H 2.274 2.449 -1.892 0.179
H 1.156 -4.004 -0.922 0.232
H 2.963 -2.703 -2.429 0.276
H -3.038 -1.534 -1.100 0.218
H 0.532 -3.856 1.242 0.210
H 3.393 -1.106 -1.633 0.234
H 1.887 -1.248 -2.681 0.231
H 2.798 0.238 2.703 0.193
H 2.018 2.231 1.743 0.228
H -1.647 2.617 0.560 0.190
H -5.913 0.838 0.028 0.215
H -5.069 -0.271 1.966 0.126
H 3.829 1.926 1.209 0.228
H -0.619 -2.380 0.848 0.129
H 2.701 3.359 -0.499 0.191
H 1.238 -1.448 2.172 0.241
H 0.009 -2.698 -1.571 0.197
H -3.778 1.836 1.443 0.206
H 0.274 -0.942 -0.315 0.517
H -4.650 -1.694 0.826 0.172
H -6.708 -0.592 0.370 0.195
H 2.425 -2.343 0.233 0.245
H -0.919 -0.693 -1.882 0.214
H 0.717 0.005 1.914 0.155
H 0.604 2.806 0.425 0.084
H 1.829 0.020 -0.525 0.449
H 0.331 3.540 -1.109 0.175
H 4.609 -0.562 1.357 0.494
H -0.774 -4.224 0.058 0.218
H -5.751 -0.585 -1.034 0.166
```

Calculated values
- Kohn-Sham gap: 8.64 eV
- Total charge: +1
- LUMO energy: -2.7079 eV
- Highest occupied orbital energy: -0.417 Ha


<x>
C17H30NO3 | ωB97M-V/def2-TZVPD

The geometry in XYZ format:
```
51
Properties=species:S:1:pos:R:3:nbo_charge:R:1
O 0.236 1.421 0.188 -0.566
O -2.406 1.613 0.857 -0.560
O -1.915 0.683 3.743 -0.749
N -0.839 -0.566 1.736 -0.565
C -0.448 2.661 0.060 -0.075
C -3.364 1.330 1.850 -0.089
C 1.557 -3.516 2.064 -0.602
C 2.947 0.072 -1.854 -0.191
C 3.151 -0.704 -4.213 -0.425
C -2.889 0.226 2.821 0.059
C 2.449 -0.787 -5.562 -0.608
C -0.489 -2.229 -0.049 -0.639
C 2.335 -0.126 -3.090 0.001
C 0.997 0.220 -3.220 -0.213
C 0.292 -2.706 2.328 -0.417
C 0.064 -1.651 1.244 -0.038
C 2.255 0.608 -0.787 -0.250
C 0.919 0.955 -0.940 0.242
C -2.234 -0.931 2.043 -0.243
C 0.287 0.752 -2.156 -0.231
C -1.525 2.693 1.137 -0.094
H 0.253 3.490 0.201 0.201
H 2.125 0.197 -5.892 0.209
H -0.756 1.004 -2.281 0.216
H 1.481 -4.067 1.132 0.213
H 0.392 -2.211 3.298 0.208
H 0.257 -2.871 -0.506 0.246
H -2.231 -1.828 2.664 0.231
H 0.486 0.078 -4.158 0.225
H -0.716 -1.438 -0.758 0.230
H 2.427 -2.866 2.012 0.210
H -0.816 0.223 1.040 0.498
H -0.557 -3.389 2.379 0.211
H -1.067 2.574 2.126 0.186
H -1.381 -2.824 0.127 0.215
H -0.914 2.748 -0.925 0.197
H 3.137 -1.182 -6.305 0.226
H -2.327 1.232 4.417 0.502
H -3.633 2.234 2.408 0.191
H -2.786 -1.117 1.124 0.235
H 1.587 -1.449 -5.518 0.204
H -2.061 3.648 1.101 0.200
H -4.253 0.969 1.327 0.208
H -0.465 -0.173 2.612 0.449
H 2.740 0.773 0.163 0.225
H 3.476 -1.706 -3.916 0.218
H -3.769 -0.158 3.352 0.199
H 3.988 -0.189 -1.731 0.222
H 4.056 -0.099 -4.318 0.220
H 1.016 -1.157 1.026 0.228
H 1.713 -4.230 2.867 0.232
```

Calculated values
- Kohn-Sham gap: 9.31 eV
- SMILES: CCc1ccc(OCCOC[C@H](O)C[NH2+][C@H](C)CC)cc1
- Total charge: +1
- LUMO energy: -2.1684 eV
- Highest occupied orbital energy: -0.422 Ha


Computed relative energies in units of kJ/mol: <w> 1750.1; <x> 0.0